(1)
Formula: C19H24N7O9SV
Source: the Open Molecules 2025 dataset
Level of theory: wB97M-V/def2-TZVPD

<S²>   3.7567
Max |F|   0.63 eV/A
HOMO level (spin up / spin down)   -4.061 / -4.684 eV
Spin multiplicity   4
Calculated total energy   -85480.632 eV
ΔE to the lowest compared entry with this formula, charge and spin   0.644 eV
Charge   -1

Geometry (Å):
V1 -0.54540 -0.93592 0.67700
C1 -4.19616 0.65827 -1.60153
N1 -2.91168 0.97923 -2.21944
C2 -2.91284 1.09262 -3.66304
C3 -1.78795 0.73526 -1.52422
O1 -1.83765 0.45173 -0.32982
C4 -0.45157 0.79243 -2.24145
O2 0.57588 0.70108 -1.28089
C5 1.39356 1.81778 -1.05584
C6 0.65621 3.00057 -0.43471
O3 -0.51866 3.22174 -0.69343
N2 1.40274 3.82020 0.35442
C7 0.82098 5.04752 0.86442
C8 2.79446 3.54332 0.67632
H1 -4.93820 1.39334 -1.91921
H2 -4.09196 0.67915 -0.52384
H3 -4.52804 -0.34318 -1.89193
H4 -3.72417 1.75342 -3.96755
H5 -3.06285 0.11868 -4.13989
H6 -1.98276 1.52246 -4.02340
H7 -0.36790 1.69481 -2.83576
H8 -0.38232 -0.08960 -2.88400
H9 1.87487 2.16599 -1.98114
H10 2.16261 1.45208 -0.38982
H11 -0.22509 5.07668 0.58214
H12 1.33033 5.92344 0.45199
H13 0.89721 5.08238 1.95368
H14 2.91005 2.55212 1.11842
H15 3.12926 4.27708 1.40696
H16 3.45008 3.62012 -0.19558
O4 3.18097 -4.86807 -1.47982
C9 3.27935 -4.91116 -0.16501
O5 4.09035 -5.60511 0.41065
C10 2.37752 -4.00574 0.58812
C11 2.42383 -3.83733 1.95404
N3 1.49628 -2.91527 2.26424
N4 0.83830 -2.49334 1.18516
C12 1.35094 -3.14010 0.15843
C13 0.74135 -2.86621 -1.19283
O6 1.25188 -3.44317 -2.17514
O7 -0.24321 -2.08819 -1.17822
H17 2.49709 -4.17962 -1.78065
H18 3.05285 -4.30932 2.69051
H19 1.22221 -2.55673 3.16198
S1 -4.86491 -3.04442 1.07972
C14 -3.33029 -2.46291 1.14158
N5 -2.24288 -2.04272 1.18391
C15 3.33614 1.18635 3.36186
N6 1.91991 0.91543 3.52342
C16 1.29528 1.01514 4.74531
C17 -0.00592 0.74593 4.88245
C18 -0.80092 0.35124 3.70800
O8 -2.00658 0.19950 3.78460
N7 -0.10172 0.16337 2.52648
C19 1.19980 0.46984 2.41456
O9 1.80478 0.34926 1.32961
H20 3.75897 1.42071 4.33729
H21 3.49953 2.03201 2.69384
H22 3.84908 0.32386 2.93951
H23 1.92665 1.32835 5.56613
H24 -0.51000 0.83284 5.83325

Results of the Mulliken charge analysis, in e, for atoms 1 through 8: V 0.691; C -1.025; N 0.168; C -0.965; C 1.101; O -0.717; C -1.396; O -0.130



(2)
Formula: C41H32MoN7O2
Source: the Open Molecules 2025 dataset
Level of theory: wB97M-V/def2-TZVPD

Max |F|   0.20 eV/A
HOMO level (spin up / spin down)   -9.822 / -9.822 eV
Spin multiplicity   1
Calculated total energy   -59414.961 eV
ΔE to the lowest compared entry with this formula, charge and spin   0.000 eV
Charge   +1

Geometry (Å):
Mo1 -0.12730 0.64927 0.17718
C1 -3.33898 1.53132 -5.50889
C2 -2.21238 1.31726 -4.53669
C3 -1.32312 2.34164 -4.22412
C4 -0.31142 2.16528 -3.29157
C5 -0.15311 0.94460 -2.65104
N1 0.82516 0.71687 -1.65139
C6 2.03246 0.21734 -2.13738
C7 2.33789 0.26750 -3.51145
C8 3.53058 -0.19114 -4.02339
C9 4.49327 -0.77107 -3.20174
C10 5.77065 -1.33104 -3.76124
C11 4.19930 -0.85424 -1.85505
C12 3.01309 -0.35168 -1.31883
N2 2.82633 -0.50815 0.08736
C13 3.78856 -0.81790 0.97199
C14 3.18792 -1.23644 2.13898
C15 1.82796 -1.13696 1.88261
N3 1.59979 -0.66993 0.65176
C16 -1.04597 -0.07623 -2.96533
C17 -2.06737 0.09732 -3.88098
N4 -0.92116 -1.29328 -2.23701
C18 -1.03075 -2.55701 -2.68469
C19 -0.83372 -3.40009 -1.61528
C20 -0.60365 -2.54974 -0.52948
N5 -0.67024 -1.27829 -0.90667
H1 -3.14220 2.38396 -6.15629
H2 -3.49358 0.65419 -6.13680
H3 -4.27399 1.72650 -4.97873
H4 -1.43125 3.30368 -4.70954
H5 0.36120 2.97738 -3.04450
H6 1.61826 0.69959 -4.19060
H7 3.71156 -0.10871 -5.08837
H8 6.18060 -0.67531 -4.52909
H9 6.52443 -1.45548 -2.98491
H10 5.60082 -2.30663 -4.22071
H11 4.90431 -1.35538 -1.20697
H12 4.82898 -0.72671 0.71906
H13 3.66933 -1.55469 3.04589
H14 0.99869 -1.32566 2.54191
H15 -2.76926 -0.70825 -4.06557
H16 -1.21551 -2.75430 -3.72693
H17 -0.83776 -4.47500 -1.62001
H18 -0.38368 -2.79420 0.49571
O1 -1.46640 4.34616 -0.87721
C21 -1.45571 3.19182 -0.54907
O2 -0.48491 2.60353 0.12814
C22 -2.57333 2.23862 -0.82365
C23 -3.80516 2.65338 -1.28645
C24 -4.79884 1.70259 -1.44411
C25 -4.50250 0.38381 -1.13590
C26 -3.23215 0.05581 -0.70062
N6 -2.26623 0.96810 -0.54766
H19 -3.95127 3.70406 -1.49388
H20 -5.78507 1.98243 -1.78912
H21 -5.24484 -0.39616 -1.23006
H22 -2.97730 -0.96779 -0.47884
C27 -2.75813 -1.29179 3.27820
C28 -2.47712 -0.44715 4.34395
C29 -1.46498 0.48248 4.21669
C30 -0.73312 0.58483 3.02807
C31 -1.06832 -0.19744 1.89367
C32 -2.07441 -1.15106 2.08149
C33 0.45520 1.46171 2.96293
C34 1.05399 2.00994 4.12455
C35 2.21191 2.71189 4.01735
C36 2.79965 2.92446 2.75036
C37 3.99735 3.65595 2.58147
C38 4.50697 3.86589 1.33303
C39 3.82410 3.36656 0.20470
C40 2.66794 2.65009 0.33830
C41 2.14262 2.39550 1.62272
N7 1.00199 1.64393 1.77085
H23 -3.52606 -2.04914 3.37519
H24 -3.03273 -0.52344 5.26858
H25 -1.24682 1.13028 5.05433
H26 -2.34688 -1.82056 1.27524
H27 0.60772 1.84068 5.09094
H28 2.69399 3.11634 4.89903
H29 4.49415 4.05023 3.45912
H30 5.42088 4.42925 1.20351
H31 4.21574 3.56218 -0.78512
H32 2.13477 2.29160 -0.52986

Results of the Mulliken charge analysis, in e, for atoms 1 through 8: Mo -1.826; C -1.571; C 0.713; C -1.151; C -0.051; C -0.389; N 1.322; C 0.611



(3)
Formula: C38H108N6O20
Source: the Open Molecules 2025 dataset
Level of theory: wB97M-V/def2-TZVPD

Max |F|   3.59 eV/A
HOMO level   -8.990 eV
Spin multiplicity   1
Calculated total energy   -91039.428 eV
ΔE to the lowest compared entry with this formula, charge and spin   2.935 eV

Geometry (Å):
C1 6.42439 8.56211 21.62432
C2 5.78668 7.16025 21.76487
O1 5.19143 6.77536 20.57740
O2 5.36380 9.56045 21.63367
H1 7.11432 8.69024 20.79024
H2 7.04291 8.62147 22.51987
H3 4.90267 7.27831 22.39151
H4 6.45108 6.38423 22.14497
H5 4.51601 7.40653 20.31852
H6 5.78536 10.37387 21.34693
C3 10.46293 3.18439 17.96073
C4 8.98439 3.04957 17.59271
O3 8.75904 3.24556 16.20724
O4 11.06408 2.16363 17.21454
H7 10.53277 3.03036 19.03752
H8 10.84324 4.14171 17.60435
H9 8.41822 3.85347 18.06312
H10 8.57499 2.15781 18.06733
H11 7.82864 3.43129 16.06075
H12 10.72656 2.27824 16.32317
C5 13.71267 1.01306 19.44023
C6 12.45887 0.11842 19.54117
O5 11.85660 -0.14162 18.32313
O6 14.40148 1.01617 20.66145
H13 13.42193 2.04443 19.24059
H14 14.37696 0.62536 18.66789
H15 11.70525 0.57108 20.18559
H16 12.72751 -0.78579 20.08737
H17 11.54656 0.69694 17.97341
H18 14.94208 0.22329 20.63511
C7 10.53490 5.63990 25.44106
C8 9.08618 6.13339 25.34432
O7 8.87985 6.62174 24.04511
O8 10.60465 4.37836 24.84501
H19 10.89249 5.63123 26.47070
H20 11.13567 6.34821 24.87055
H21 9.01634 6.98654 26.01913
H22 8.33869 5.37636 25.58155
H23 8.63448 5.95214 23.40242
H24 10.94256 3.74828 25.48564
C9 9.49818 4.19223 21.72914
C10 9.94191 2.72748 22.05734
O9 9.46050 1.72893 21.14133
O10 8.11660 4.33254 22.11344
H25 9.62491 4.40675 20.66800
H26 10.16268 4.91192 22.20725
H27 9.85941 2.43572 23.10432
H28 11.02765 2.63623 22.08818
H29 9.30805 0.94726 21.67737
H30 7.52269 4.14095 21.38393
C11 5.54439 3.82233 19.01679
C12 4.21318 3.13814 18.78104
O11 3.95391 2.90534 17.39862
O12 5.93645 4.00373 20.39064
H31 5.47773 4.82066 18.58437
H32 6.34473 3.35594 18.44230
H33 3.38853 3.67734 19.24720
H34 4.25399 2.14696 19.23271
H35 3.15999 2.39080 17.23574
H36 5.56016 4.83135 20.69896
C13 9.27439 -2.52741 18.71541
C14 8.79702 -1.22697 19.34658
O13 7.38514 -1.08845 19.21004
O14 10.73445 -2.61266 18.63966
H37 8.92985 -2.58579 17.68294
H38 8.91285 -3.37679 19.29501
H39 9.17606 -0.37165 18.78727
H40 9.07836 -1.00201 20.37535
H41 7.11188 -0.41750 19.83992
H42 11.18354 -1.77645 18.49590
C15 12.12436 8.73899 19.66166
C16 11.11515 9.25732 18.61368
C17 9.80106 8.70889 18.91559
O15 9.85873 7.31179 19.12997
C18 8.71044 6.62083 18.72532
N1 11.02499 10.76458 18.66404
H43 13.15828 8.97709 19.41183
H44 12.06402 7.65770 19.78528
H45 11.70543 9.09863 20.60148
H46 11.52267 8.93279 17.65623
H47 9.01688 8.95847 18.20083
H48 9.46933 9.08476 19.88346
H49 8.62407 5.64825 19.20979
H50 8.81374 6.45164 17.65350
H51 7.75526 7.06025 19.01280
H52 11.86796 11.21795 18.34161
H53 10.38994 11.02762 17.92403
C19 4.82285 0.63732 22.07009
C20 6.38431 0.72535 22.23978
C21 7.14500 -0.53256 22.77233
O16 8.50229 -0.14640 23.00170
C22 9.35838 -1.19228 23.42520
N2 6.83146 1.02916 20.93262
H54 4.44960 -0.09056 21.34969
H55 4.32517 1.56961 21.80314
H56 4.37767 0.27298 22.99592
H57 6.56931 1.51903 22.96362
H58 7.04631 -1.39738 22.11625
H59 6.70842 -0.91261 23.69593
H60 10.37741 -0.89414 23.17863
H61 9.19445 -2.11673 22.87147
H62 9.25252 -1.36720 24.49585
H63 6.29811 1.81226 20.58279
H64 7.76098 1.42216 20.97319
C23 12.69999 5.94792 22.36648
C24 14.03182 6.68320 22.26795
C25 14.84949 6.69270 23.59602
O17 15.79607 7.71463 23.34288
C26 16.85778 7.69819 24.31215
N3 14.73595 6.10843 21.13049
H65 12.71793 4.86036 22.29585
H66 11.87527 6.31495 21.75555
H67 12.20865 6.24269 23.29373
H68 13.66855 7.68002 22.01798
H69 15.33030 5.72086 23.70756
H70 14.29239 6.92293 24.50417
H71 17.44009 6.78546 24.18589
H72 16.54822 7.76087 25.35539
H73 17.55236 8.52718 24.17640
H74 14.87385 5.12205 21.29825
H75 15.63777 6.53717 21.28214
C27 3.80229 7.24384 25.77639
C28 5.03030 6.99165 26.49574
C29 5.56393 5.50350 26.46949
O18 5.69039 5.02942 25.16929
C30 6.07658 3.73634 24.89911
N4 5.99878 7.86127 25.83788
H76 3.78384 6.92894 24.73303
H77 3.45765 8.27789 25.78398
H78 3.11935 6.61099 26.34313
H79 4.96899 7.27342 27.54691
H80 4.75203 4.94386 26.93394
H81 6.51011 5.22587 26.93397
H82 6.20624 3.68006 23.81830
H83 5.42591 2.95028 25.28230
H84 7.03326 3.48291 25.35586
H85 6.78893 8.00690 26.44990
H86 6.40667 7.20518 25.18729
C31 13.42425 2.62014 24.24200
C32 12.51465 1.91681 25.29357
C33 12.84220 0.39120 25.35171
O19 11.81160 -0.21374 26.10762
C34 11.83284 -1.64883 26.07378
N5 12.61308 2.51452 26.59728
H87 13.17123 2.34553 23.21796
H88 14.49721 2.53393 24.41356
H89 13.22060 3.68442 24.36004
H90 11.47683 1.91209 24.96041
H91 13.82957 0.20174 25.77278
H92 12.82713 -0.03418 24.34825
H93 12.05425 -2.07383 25.09477
H94 10.87804 -2.06053 26.40082
H95 12.58086 -1.97547 26.79619
H96 11.98422 1.93297 27.13249
H97 13.50883 2.26643 26.99248
C35 8.48469 0.93232 25.78103
C36 8.09903 1.64220 27.06086
C37 8.11180 0.69898 28.28103
O20 7.13537 -0.33108 28.17433
C38 7.03275 -1.13607 29.41680
N6 9.05861 2.75537 27.15917
H98 9.55101 0.71018 25.73940
H99 8.24412 1.68877 25.03403
H100 7.87867 0.05212 25.56633
H101 7.06951 1.98306 26.95125
H102 7.85785 1.23247 29.19701
H103 9.09943 0.24127 28.33758
H104 6.17773 -1.81175 29.43877
H105 6.81494 -0.44517 30.23124
H106 8.00997 -1.60464 29.53333
H107 9.23078 3.08028 26.21848
H108 8.70286 3.55212 27.66781

Results of the Mulliken charge analysis, in e, for atoms 1 through 8: C -0.234; C 0.149; O -0.584; O -0.575; H 0.095; H 0.296; H 0.416; H -0.385



(4)
Formula: C32H28BrF4N2O2PS
Source: the Open Molecules 2025 dataset
Level of theory: wB97M-V/def2-TZVPD

Max |F|   0.43 eV/A
HOMO level   -9.264 eV
Spin multiplicity   1
Calculated total energy   -141750.637 eV
ΔE to the lowest compared entry with this formula, charge and spin   0.000 eV

Geometry (Å):
O1 2.53937 0.47554 -2.88810
C1 1.35410 1.22657 -2.72811
C2 0.59921 0.92490 -1.40359
C3 -0.81342 0.53507 -1.70240
C4 -1.90116 1.28222 -1.37361
C5 -3.22641 0.89684 -1.72691
C6 -3.48770 -0.24283 -2.43207
P1 -5.17663 -0.75931 -2.94312
O2 -5.84310 0.74895 -3.09153
Br1 -5.99191 -1.25543 -0.91398
C7 -2.37313 -1.05392 -2.78474
N1 -2.41003 -2.20608 -3.46248
S1 -0.90453 -2.71124 -3.60356
N2 -0.11993 -1.54057 -2.83390
C8 -1.04852 -0.66921 -2.41888
H1 2.26785 -0.43413 -3.06100
H2 0.68709 1.03488 -3.57220
H3 1.62002 2.28038 -2.76714
H4 1.11196 0.10470 -0.90103
H5 0.63693 1.79602 -0.75338
H6 -1.73844 2.19548 -0.81772
H7 -4.04756 1.52628 -1.41108
H8 -5.19026 1.30312 -3.54142
F1 3.29563 -4.32032 3.31316
C9 3.25135 -3.61235 2.16771
C10 2.02753 -3.39468 1.56862
C11 1.97204 -2.65552 0.39656
C12 3.14525 -2.16216 -0.16585
C13 4.36315 -2.39042 0.45767
C14 4.42533 -3.12005 1.63669
H9 1.13305 -3.79899 2.02345
H10 1.02476 -2.46197 -0.09054
H11 3.10243 -1.59293 -1.08501
H12 5.27413 -1.99844 0.02576
H13 5.36489 -3.30838 2.13872
F2 6.82977 -0.02275 1.24607
C15 6.44955 0.59470 2.38663
C16 5.84873 -0.15414 3.37752
C17 5.46183 0.48214 4.54827
C18 5.67567 1.84471 4.70738
C19 6.28199 2.57309 3.69297
C20 6.67681 1.94915 2.51754
H14 5.68497 -1.21125 3.22826
H15 4.98848 -0.08694 5.33668
H16 5.36874 2.33620 5.62065
H17 6.44922 3.63514 3.81369
H18 7.15289 2.49550 1.71481
F3 -5.79127 4.83706 -5.46000
C21 -6.73007 3.94871 -5.85280
C22 -7.23102 3.05981 -4.92418
C23 -8.18893 2.14307 -5.33254
C24 -8.62922 2.13113 -6.64852
C25 -8.10880 3.03914 -7.56135
C26 -7.14928 3.96065 -7.16791
H19 -6.87580 3.08732 -3.90327
H20 -8.58625 1.43663 -4.61653
H21 -9.37573 1.41447 -6.96285
H22 -8.44862 3.03025 -8.58836
H23 -6.73023 4.67758 -7.86060
F4 3.06252 -0.05275 6.84038
C27 2.11122 -0.94170 6.47560
C28 1.42943 -1.62160 7.46406
C29 0.45326 -2.53191 7.08606
C30 0.17730 -2.74719 5.74286
C31 0.88110 -2.04931 4.77150
C32 1.85999 -1.13423 5.13242
H24 1.66451 -1.43779 8.50350
H25 -0.09307 -3.07422 7.84608
H26 -0.58336 -3.46014 5.45441
H27 0.67028 -2.21436 3.72509
H28 2.42008 -0.57820 4.39147

Results of the Mulliken charge analysis, in e, for atoms 1 through 8: O -0.621; C -0.609; C -0.367; C 0.416; C -1.140; C 0.000; C -0.162; P -0.022



(5)
Formula: C9H12BN5S2SbSe5Ti
Source: the Open Molecules 2025 dataset
Level of theory: wB97M-V/def2-TZVPD

Max |F|   1.32 eV/A
HOMO level   -4.819 eV
Spin multiplicity   1
Calculated total energy   -395718.080 eV
ΔE to the lowest compared entry with this formula, charge and spin   0.238 eV
Charge   -1

Geometry (Å):
Ti1 -1.60506 0.39207 -0.92498
Se1 -4.31715 0.96741 -5.30472
Sb1 -3.92533 0.50158 -2.99301
Se2 -2.42370 2.36526 -1.96909
Se3 -1.82349 -1.04834 -2.78360
Se4 -5.67785 -0.26647 -1.56019
C1 1.13342 1.55842 -3.25524
N1 1.92131 0.99764 -2.16633
C2 3.08488 0.27673 -2.33331
C3 3.46857 -0.12538 -1.10565
N2 2.55461 0.34892 -0.19206
B1 2.64520 0.03359 1.33739
N3 1.28133 -0.44397 1.95295
C4 1.08832 -0.32537 3.31632
C5 -0.06636 -0.93624 3.63502
N4 -0.58934 -1.42192 2.45620
C6 -1.81417 -2.19989 2.34840
C7 0.25242 -1.12502 1.43059
S1 -0.08190 -1.54666 -0.22072
C8 1.60890 1.03345 -0.85101
S2 0.22319 1.82831 -0.17308
H1 1.80050 1.76905 -4.08953
H2 0.66128 2.47144 -2.92471
H3 0.36404 0.86794 -3.57526
H4 3.52068 0.11571 -3.30542
H5 4.31035 -0.72261 -0.79724
H6 3.45411 -0.86560 1.44969
H7 2.95887 1.03785 1.94183
H8 1.79077 0.20979 3.93359
H9 -0.58080 -1.03530 4.57561
H10 -2.46632 -1.93077 3.17593
H11 -1.59296 -3.26671 2.37665
H12 -2.31107 -1.97320 1.41597
Se5 -3.03436 1.45558 3.13994
C9 -2.93668 0.76424 1.55066
N5 -2.87618 0.23847 0.48843

Results of the Mulliken charge analysis, in e, for atoms 1 through 8: Ti 0.841; Se -0.616; Sb 0.577; Se -0.461; Se -0.444; Se -0.586; C -0.910; N 0.316